# 1
A structure of composition C28H23IMnN4O2S. Source: the OMol25 dataset; level of theory: wB97M-V/def2-TZVPD.

Atoms and positions in Å:
I (-4.641, 0.427, -3.691)
Mn (-0.153, -0.388, 0.135)
S (3.899, -2.500, 1.608)
O (-0.757, -1.934, -0.725)
O (0.135, 0.587, -1.436)
N (0.410, 1.160, 1.251)
N (-2.379, 0.594, -0.050)
N (2.032, -1.236, 0.368)
N (-0.628, -1.131, 1.934)
C (-0.040, 3.784, -3.081)
C (0.419, 4.186, -0.775)
C (5.750, 0.429, -0.473)
C (4.620, 0.979, -1.093)
C (0.632, 0.800, 2.651)
C (-4.306, 2.202, -1.246)
C (2.265, -2.223, 1.173)
C (-1.429, -3.278, 1.159)
C (-1.485, -4.119, -1.107)
C (4.363, -1.157, 0.617)
C (3.226, -0.605, 0.015)
C (-1.940, -4.519, 1.601)
C (0.374, 2.800, -0.519)
C (-2.789, 1.723, 0.528)
C (5.638, -0.646, 0.382)
C (-1.974, -5.316, -0.644)
C (-0.070, 2.426, -2.865)
C (3.360, 0.473, -0.862)
C (-0.475, -0.174, 3.036)
C (-3.883, 1.029, -1.850)
C (0.136, 1.893, -1.583)
C (-2.211, -5.532, 0.722)
C (-1.170, -2.280, 2.145)
C (0.576, 2.362, 0.827)
C (0.208, 4.684, -2.034)
C (-3.749, 2.551, -0.026)
C (-1.202, -3.062, -0.225)
C (-2.923, 0.252, -1.222)
H (0.237, 5.748, -2.219)
H (-0.205, 4.164, -4.081)
H (-2.328, 1.976, 1.476)
H (-4.048, 3.456, 0.485)
H (6.509, -1.083, 0.850)
H (-2.184, -6.109, -1.352)
H (0.618, 4.858, 0.052)
H (-1.446, -2.534, 3.170)
H (-5.050, 2.831, -1.716)
H (6.727, 0.847, -0.676)
H (-0.246, -0.683, 3.974)
H (-0.250, 1.730, -3.675)
H (1.605, 0.310, 2.737)
H (-1.415, 0.369, 3.163)
H (1.482, -2.864, 1.555)
H (0.630, 1.681, 3.294)
H (-2.556, -0.661, -1.673)
H (-2.115, -4.656, 2.663)
H (0.867, 3.127, 1.550)
H (-2.600, -6.477, 1.071)
H (4.744, 1.810, -1.775)
H (-1.306, -3.952, -2.161)
H (2.489, 0.870, -1.361)

Computed properties:
- LUMO energy (spin up / spin down) (eV) = -3.0 / -3.6
- 2S+1 = 5
- net charge = +1
- molecular weight (g mol⁻¹) = 661.43
- highest occupied orbital energy (spin up / spin down) (eV) = -10.9 / -11.1
- ΔE to the lowest compared entry with this formula, charge and spin (kcal per mole) = 1.0

Formally, the natural (NBO) partial charges of the atoms, in units of the elementary charge, are as follows:
1. I 0.21
2. Mn 1.64
3. S 0.47
4. O -0.76
5. O -0.76
6. N -0.55
7. N -0.51
8. N -0.55
9. N -0.55
10. C -0.14
11. C -0.12
12. C -0.19
13. C -0.18
14. C -0.23
15. C -0.17
16. C -0.09
17. C -0.28
18. C -0.23
19. C -0.24
20. C 0.17
21. C -0.11
22. C -0.27
23. C 0.06
24. C -0.20
25. C -0.13
26. C -0.24
27. C -0.22
28. C -0.23
29. C -0.18
30. C 0.38
31. C -0.26
32. C 0.23
33. C 0.24
34. C -0.26
35. C -0.23
36. C 0.39
37. C 0.01
38. H 0.23
39. H 0.23
40. H 0.19
41. H 0.24
42. H 0.23
43. H 0.23
44. H 0.22
45. H 0.20
46. H 0.24
47. H 0.23
48. H 0.22
49. H 0.23
50. H 0.22
51. H 0.21
52. H 0.23
53. H 0.22
54. H 0.23
55. H 0.22
56. H 0.20
57. H 0.23
58. H 0.23
59. H 0.23
60. H 0.23

=====

# 2
A structure of composition C28H24Cl3N6O4S3Ti in a non-equilibrium geometry. Source: the OMol25 dataset; level of theory: wB97M-V/def2-TZVPD.

Atoms and positions in Å:
Ti (1.095, 0.253, 1.173)
Cl (-6.757, -2.995, 1.297)
Cl (-6.601, 1.678, -1.280)
Cl (-0.507, 1.022, -3.861)
S (-0.962, -1.602, -5.201)
S (0.923, 0.574, 3.456)
S (0.910, -1.915, 1.884)
O (3.820, 1.999, 2.805)
O (2.039, -0.425, -0.491)
O (6.482, -1.017, 0.303)
O (-4.469, 1.148, -3.494)
N (-0.406, -4.358, 4.294)
N (-2.426, 1.594, -0.477)
N (4.320, -0.640, -0.196)
N (-0.441, -0.557, 6.681)
N (-0.752, 0.852, 0.716)
N (2.972, 0.814, 1.061)
C (-1.549, -0.076, -4.697)
C (-5.912, -1.916, 0.248)
C (-1.152, 1.250, -0.501)
C (5.490, -0.411, 0.581)
C (-2.904, 1.406, 0.811)
C (-3.226, 1.989, -1.644)
C (-2.856, 0.129, -5.016)
C (6.436, 1.676, 1.525)
C (-3.753, 0.738, -2.363)
C (-0.181, -3.232, 4.383)
C (0.079, -1.820, 4.481)
C (4.758, -1.357, 3.347)
C (5.727, -0.219, 3.039)
C (-0.205, -1.136, 5.715)
C (-3.403, -1.023, -5.667)
C (4.030, 1.210, 1.936)
C (-4.568, -0.159, -1.460)
C (-2.500, -2.023, -5.825)
C (6.204, 2.497, 0.258)
C (-4.013, -1.382, -1.089)
C (-3.651, 1.347, -4.656)
C (5.393, 0.560, 1.747)
C (-4.661, -2.261, -0.236)
C (-5.825, 0.160, -0.942)
C (-1.870, 0.958, 1.549)
C (3.140, -0.096, 0.088)
C (-6.499, -0.712, -0.102)
C (0.570, -1.144, 3.425)
H (-7.476, -0.447, 0.282)
H (4.805, -2.147, 2.593)
H (-0.543, 1.269, -1.392)
H (-4.050, 2.608, -1.306)
H (-2.986, 2.203, -4.519)
H (7.414, 1.197, 1.496)
H (-2.644, -2.989, -6.289)
H (-2.600, 2.569, -2.319)
H (3.728, -1.001, 3.414)
H (4.382, -1.318, -0.943)
H (-3.930, 1.610, 1.073)
H (-2.884, 0.149, -2.670)
H (-1.834, 0.712, 2.592)
H (-4.212, -3.207, 0.041)
H (-3.043, -1.660, -1.494)
H (6.953, 3.283, 0.173)
H (5.001, -1.811, 4.307)
H (-4.357, 1.591, -5.445)
H (-4.434, -1.083, -5.997)
H (6.280, 1.882, -0.644)
H (6.400, 2.318, 2.405)
H (5.224, 2.985, 0.267)
H (6.739, -0.602, 2.923)
H (5.730, 0.508, 3.850)

Computed properties:
- LUMO energy (eV) = -4.8
- net charge = +1
- molecular weight (g mol⁻¹) = 758.97
- highest occupied orbital energy (eV) = -11.8
- ΔE to the lowest compared entry with this formula, charge and spin (kcal per mole) = 4.0

Formally, the natural (NBO) partial charges of the atoms, in units of the elementary charge, are as follows:
1. Ti 1.32
2. Cl 0.05
3. Cl 0.03
4. Cl 0.02
5. S 0.50
6. S 0.07
7. S 0.07
8. O -0.50
9. O -0.64
10. O -0.50
11. O -0.51
12. N -0.23
13. N -0.29
14. N -0.62
15. N -0.23
16. N -0.62
17. N -0.72
18. C -0.27
19. C -0.01
20. C 0.24
21. C 0.73
22. C -0.04
23. C -0.24
24. C -0.13
25. C -0.37
26. C 0.08
27. C 0.25
28. C -0.32
29. C -0.62
30. C -0.36
31. C 0.25
32. C -0.23
33. C 0.74
34. C -0.13
35. C -0.40
36. C -0.62
37. C -0.12
38. C -0.09
39. C -0.28
40. C -0.25
41. C 0.00
42. C -0.03
43. C 0.80
44. C -0.25
45. C -0.22
46. H 0.25
47. H 0.21
48. H 0.24
49. H 0.25
50. H 0.18
51. H 0.23
52. H 0.26
53. H 0.23
54. H 0.19
55. H 0.45
56. H 0.26
57. H 0.19
58. H 0.25
59. H 0.24
60. H 0.21
61. H 0.24
62. H 0.24
63. H 0.23
64. H 0.24
65. H 0.21
66. H 0.24
67. H 0.20
68. H 0.24
69. H 0.24